Entry 1:
ORCA calculation (ωB97M-V with the def2-TZVPD basis set) on an isolated molecule of C26H27N5O3 at a distorted geometry.

Element x y z (Å)
C1 4.17 4.13 1.42
O1 4.04 2.97 2.21
C2 3.01 2.13 1.95
C3 2.06 2.30 0.95
C4 1.04 1.37 0.77
C5 0.96 0.26 1.59
C6 -0.09 -0.73 1.44
N1 -0.65 -1.30 2.49
N2 -1.58 -2.15 2.03
C7 -2.35 -2.89 2.93
C8 -2.18 -2.67 4.29
C9 -2.92 -3.39 5.21
C10 -3.84 -4.34 4.78
C11 -4.01 -4.56 3.42
C12 -3.27 -3.84 2.49
C13 -1.63 -2.14 0.68
C14 -0.68 -1.24 0.23
C15 -0.29 -0.94 -1.12
C16 -0.97 -1.34 -2.20
C17 -0.61 -1.11 -3.61
O2 -1.21 -1.67 -4.52
N3 0.41 -0.25 -3.85
C18 0.76 0.12 -5.21
C19 -0.32 0.95 -5.91
C20 -0.50 2.35 -5.31
N4 -0.93 2.30 -3.94
C21 -2.14 1.86 -3.48
C22 -2.06 1.89 -2.12
N5 -0.84 2.35 -1.74
C23 -0.19 2.58 -2.85
C24 1.90 0.09 2.61
C25 2.92 1.00 2.80
O3 3.88 0.92 3.77
C26 3.82 -0.16 4.67
H1 3.29 4.78 1.50
H2 5.04 4.65 1.80
H3 4.33 3.88 0.36
H4 2.09 3.16 0.31
H5 0.30 1.57 0.01
H6 -1.46 -1.93 4.60
H7 -2.78 -3.21 6.26
H8 -4.41 -4.90 5.50
H9 -4.72 -5.30 3.08
H10 -3.41 -4.04 1.44
H11 -2.31 -2.75 0.12
H12 0.63 -0.38 -1.20
H13 -1.88 -1.90 -2.09
H14 0.77 0.31 -3.10
H15 0.89 -0.81 -5.78
H16 1.71 0.66 -5.18
H17 -0.05 1.06 -6.96
H18 -1.25 0.40 -5.85
H19 0.44 2.90 -5.35
H20 -1.25 2.90 -5.90
H21 -2.93 1.55 -4.14
H22 -2.80 1.62 -1.39
H23 0.81 2.97 -2.90
H24 1.80 -0.78 3.25
H25 3.93 -1.12 4.16
H26 4.65 -0.02 5.35
H27 2.88 -0.16 5.23

Values from the calculation:
Orbital gap (eV): 7.96
Total energy (Eh): -1506.44939
SMILES: COc1ccc(-c2nn(-c3ccccc3)cc2/C=C/C(=O)NCCCn2ccnc2)cc1OC
Energy relative to the best compared isomer or geometry (same formula, charge and spin) (kJ/mol): 283.1

Partial charges, natural (NBO), in e: -0.249 -0.484 0.252 -0.303 -0.172 -0.105 0.173 -0.271 -0.182 0.224 -0.245 -0.192 -0.228 -0.183 -0.264 0.005 -0.179 -0.126 -0.287 0.638 -0.636 -0.624 -0.220 -0.423 -0.205 -0.342 -0.105 -0.075 -0.485 0.148 -0.281 0.329 -0.497 -0.251 0.176 0.200 0.171 0.216 0.245 0.248 0.216 0.214 0.215 0.213 0.218 0.210 0.211 0.399 0.224 0.195 0.216 0.235 0.204 0.211 0.224 0.212 0.196 0.230 0.174 0.199 0.176

Entry 2:
ORCA calculation (ωB97M-V with the def2-TZVPD basis set) on the ion C5H9N2S with charge +1 at a distorted geometry.

Element x y z (Å)
C1 -2.58 0.11 -0.42
C2 -1.12 0.12 -0.02
N1 -0.62 -1.09 -0.02
C3 1.13 -1.07 0.50
N2 1.95 -0.99 -0.67
C4 2.01 0.13 0.30
S1 1.25 1.66 -0.22
C5 -0.42 1.35 0.55
H1 -2.92 0.77 -1.18
H2 -3.32 0.33 0.42
H3 -2.57 -0.89 -0.74
H4 1.16 -1.91 1.15
H5 2.67 -1.61 -0.86
H6 1.53 -0.92 -1.54
H7 2.99 0.34 0.86
H8 -0.85 2.33 0.25
H9 -0.31 1.34 1.63

Values from the calculation:
Charge: +1
Orbital gap (eV): 10.63
Total energy (Eh): -703.24226
SMILES: CC1=N[C@H]2[NH2+][C@H]2SC1
Energy relative to the best compared isomer or geometry (same formula, charge and spin) (kJ/mol): 340.9

Partial charges, natural (NBO), in e: -0.676 0.299 -0.358 0.050 -0.526 -0.244 0.299 -0.572 0.252 0.260 0.252 0.267 0.435 0.441 0.294 0.265 0.263

Entry 3:
ORCA calculation (ωB97M-V with the def2-TZVPD basis set) on an isolated molecule of C4H5NO4.

Element x y z (Å)
C1 1.77 -0.69 -0.59
N1 1.00 0.40 -1.15
C2 0.00 1.04 -0.53
O1 -0.64 1.95 -1.01
C3 -0.33 0.53 0.89
O2 0.30 0.81 1.87
C4 -1.58 -0.36 0.88
O3 -1.56 -1.49 0.47
O4 -2.65 0.27 1.31
H1 2.24 -1.24 -1.41
H2 1.10 -1.37 -0.05
H3 2.55 -0.33 0.09
H4 1.27 0.77 -2.05
H5 -3.45 -0.29 1.27

Values from the calculation:
Orbital gap (eV): 10.22
Total energy (Eh): -511.14378
SMILES: CNC(=O)C(=O)C(=O)O
Energy relative to the best compared isomer or geometry (same formula, charge and spin) (kJ/mol): 46.4

Partial charges, natural (NBO), in e: -0.426 -0.591 0.582 -0.578 0.419 -0.452 0.707 -0.568 -0.648 0.217 0.221 0.203 0.409 0.505

Entry 4:
ORCA calculation (ωB97M-V with the def2-TZVPD basis set) on a cluster of 3 separate species, C5H10N2O2 in total at a distorted geometry.

Element x y z (Å)
H1 0.81 0.64 1.78
N1 0.72 -0.37 1.80
C1 1.18 -0.93 0.74
C2 1.18 -2.43 0.64
O1 1.62 -0.31 -0.34
H2 0.50 -2.74 -0.15
H3 0.86 -2.87 1.58
H4 2.18 -2.78 0.38
H5 1.21 0.77 -0.42
N2 0.58 2.05 -0.53
C3 -0.63 2.31 -0.32
O2 -1.49 3.09 -0.18
H6 1.20 2.74 -0.91
C4 -1.72 0.46 -0.07
C5 -1.54 -0.07 -1.31
H7 -1.07 0.12 0.75
H8 -2.71 0.80 0.22
H9 -0.57 -0.44 -1.61
H10 -2.31 -0.02 -2.07

Values from the calculation:
Orbital gap (eV): 8.48
Total energy (Eh): -456.42627
SMILES: [H]/N=C(/C)O.N=C=O.C=C
Energy relative to the best compared isomer or geometry (same formula, charge and spin) (kJ/mol): 335.9

Partial charges, natural (NBO), in e: 0.329 -0.791 0.595 -0.681 -0.756 0.217 0.233 0.228 0.487 -0.889 0.907 -0.471 0.433 -0.522 -0.238 0.281 0.223 0.216 0.199

Entry 5:
ORCA calculation (ωB97M-V with the def2-TZVPD basis set) on a cluster of 2 separate species, C4H2BrN in total at a distorted geometry.

Element x y z (Å)
C1 -0.84 2.45 0.01
C2 -0.34 -2.39 0.07
C3 -0.38 1.37 -0.19
C4 0.23 -1.30 -0.08
N1 0.92 -0.29 -0.55
Br1 2.54 0.13 0.37
H1 -1.33 3.41 0.39
H2 -0.80 -3.39 -0.02

Values from the calculation:
Orbital gap (spin up / spin down) (eV): 7.59 / 7.95
Total energy (Eh): -2782.05458
Energy relative to the best compared isomer or geometry (same formula, charge and spin) (kJ/mol): 468.3

Partial charges, natural (NBO), in e: -0.392 -0.167 0.074 0.087 -0.385 0.262 0.262 0.260

Entry 6:
ORCA calculation (ωB97M-V with the def2-TZVPD basis set) on a structure of composition C29H28Br2FKN11O4S3Se2 at a distorted geometry.

Element x y z (Å)
K1 -0.79 -0.66 -0.44
C1 0.64 3.17 1.79
Se1 -1.20 3.81 1.51
C2 -0.98 5.81 1.54
C3 -1.10 6.40 0.18
Se2 -2.95 6.16 -0.64
C4 -3.32 7.96 -1.33
H1 0.60 2.91 2.86
H2 1.33 3.97 1.55
H3 0.78 2.22 1.18
H4 -0.14 6.12 2.16
H5 -1.91 5.96 2.11
H6 -0.58 5.73 -0.55
H7 -0.89 7.44 -0.05
H8 -2.98 8.67 -0.62
H9 -4.37 8.02 -1.68
H10 -2.70 8.04 -2.18
Br1 -3.14 4.75 -5.93
C5 -2.76 3.47 -4.55
C6 -1.82 3.80 -3.59
C7 -1.34 2.77 -2.74
N1 -1.76 1.49 -2.85
C8 -2.79 1.26 -3.68
C9 -3.32 2.16 -4.59
C10 -3.25 -0.10 -3.81
C11 -3.71 -0.57 -5.06
C12 -4.26 -1.82 -5.08
Br2 -5.19 -2.46 -6.62
C13 -4.19 -2.65 -4.00
C14 -3.66 -2.12 -2.80
N2 -3.17 -0.91 -2.73
H11 -1.44 4.80 -3.53
H12 -0.56 3.03 -2.03
H13 -4.28 1.98 -5.02
H14 -3.59 0.07 -5.90
H15 -4.47 -3.73 -3.99
H16 -3.52 -2.75 -1.91
S1 4.05 -2.40 5.72
C15 2.92 -2.36 4.45
S2 1.94 -0.91 3.98
C16 0.84 -1.90 3.07
N3 1.35 -3.13 2.90
N4 2.52 -3.34 3.57
C17 3.10 -4.67 3.39
C18 2.17 -5.64 2.96
C19 2.50 -6.94 3.29
C20 3.71 -7.28 3.84
C21 4.71 -6.32 4.06
C22 4.42 -4.96 3.80
S3 -0.68 -1.36 2.62
H17 1.22 -5.33 2.55
H18 1.76 -7.72 3.08
H19 3.91 -8.33 4.06
H20 5.69 -6.63 4.41
H21 5.03 -4.13 4.16
F1 4.34 -4.88 0.13
C23 4.71 -3.59 0.18
C24 3.98 -2.61 -0.37
N5 4.29 -1.22 -0.29
C25 3.72 -0.29 -1.22
C26 2.20 -0.16 -1.00
O1 1.57 -1.22 -1.29
O2 1.63 0.87 -0.57
C27 5.30 -0.75 0.54
O3 5.54 0.39 0.91
N6 6.08 -1.80 1.05
C28 5.93 -3.20 0.93
O4 6.73 -3.94 1.49
H22 2.96 -2.77 -0.81
H23 3.88 -0.60 -2.30
H24 4.23 0.61 -1.02
H25 6.71 -1.53 1.80
N7 -4.25 -0.47 2.19
N8 -4.53 0.32 1.16
N9 -5.67 1.02 1.17
C29 -5.39 1.90 0.12
N10 -4.22 1.65 -0.46
N11 -3.67 0.60 0.14
H26 -4.98 -0.79 2.78
H27 -3.37 -1.03 2.01
H28 -6.09 2.67 -0.19

Values from the calculation:
Charge: -1
Orbital gap (eV): 5.98
Total energy (Eh): -13870.45455
Energy relative to the best compared isomer or geometry (same formula, charge and spin) (kJ/mol): 82.1

Partial charges, Löwdin, in e: 0.596 -0.386 0.848 -0.571 -0.537 0.835 -0.427 0.007 0.021 0.017 0.072 0.024 0.034 0.056 0.000 0.031 -0.016 0.714 -0.642 -0.117 -0.077 0.142 -0.257 -0.054 -0.210 -0.052 -0.678 0.731 -0.116 -0.126 0.112 0.085 0.113 0.109 0.104 0.120 0.122 0.505 -1.019 0.910 -1.219 -0.030 -0.164 -0.175 -0.026 -0.110 -0.115 -0.064 -0.047 0.396 0.100 0.101 0.094 0.097 0.042 0.082 -0.186 0.071 0.005 -0.065 -0.671 -0.186 -0.078 -0.447 0.071 0.196 -0.382 0.066 0.147 0.151 0.101 0.164 0.126 -0.294 0.109 -0.202 -0.003 0.055 0.097 0.076 0.089